1.
{"formula": "C46H58As3N3NaO2P", "method": "ωB97M-V/def2-TZVPD", "elements": ["Na", "O", "C", "C", "C", "C", "C", "C", "C", "P", "C", "C", "C", "C", "C", "C", "C", "C", "C", "C", "C", "C", "H", "H", "H", "H", "H", "H", "H", "H", "H", "H", "H", "H", "H", "H", "N", "C", "O", "C", "C", "H", "H", "H", "H", "H", "H", "C", "As", "C", "C", "C", "C", "C", "As", "C", "C", "C", "As", "C", "C", "H", "H", "H", "H", "H", "H", "H", "H", "H", "H", "H", "H", "H", "H", "H", "H", "H", "H", "H", "H", "H", "H", "H", "H", "H", "H", "H", "C", "C", "C", "C", "C", "C", "C", "C", "C", "C", "H", "H", "H", "H", "H", "H", "H", "N", "C", "C", "N", "C", "H", "H", "H", "H"], "coordinates": [[-0.563, 0.353, -0.339], [-1.792, -3.300, 0.109], [-2.190, -3.317, -1.019], [-2.155, -3.661, -2.324], [-2.786, -4.927, -2.738], [-2.873, -5.270, -4.047], [-2.356, -4.448, -5.095], [-1.694, -3.289, -4.714], [-1.556, -2.843, -3.402], [-0.520, -1.406, -3.017], [1.076, -2.001, -3.781], [1.526, -3.259, -3.361], [2.731, -3.785, -3.801], [3.530, -3.063, -4.685], [3.098, -1.820, -5.113], [1.886, -1.295, -4.664], [-1.099, -0.112, -4.215], [-2.334, -0.232, -4.855], [-2.815, 0.783, -5.676], [-2.076, 1.945, -5.869], [-0.854, 2.088, -5.222], [-0.379, 1.071, -4.400], [-3.184, -5.581, -1.969], [-3.344, -6.218, -4.299], [-2.437, -4.738, -6.134], [-1.236, -2.683, -5.493], [0.884, -3.849, -2.713], [3.038, -4.772, -3.475], [4.471, -3.472, -5.035], [3.706, -1.241, -5.800], [1.582, -0.319, -5.014], [-2.917, -1.132, -4.704], [-3.780, 0.667, -6.156], [-2.457, 2.738, -6.502], [-0.277, 3.000, -5.326], [0.547, 1.225, -3.866], [-2.919, 2.623, -2.421], [-2.841, 1.843, -1.301], [-2.336, 0.729, -1.371], [-3.515, 2.385, -0.057], [-3.101, 1.737, 1.264], [-2.336, 2.331, -3.194], [-3.019, 3.613, -2.290], [-4.587, 2.257, -0.292], [-3.358, 3.472, -0.046], [-3.353, 0.668, 1.214], [-3.741, 2.160, 2.052], [-0.575, 3.914, 1.859], [-0.477, 1.972, 2.148], [1.451, 2.254, 2.943], [-1.341, 2.089, 3.946], [-1.332, 0.970, 5.010], [-2.300, 1.450, 6.106], [-1.878, -0.388, 4.513], [-1.176, -1.308, 2.889], [-2.195, -2.946, 3.288], [0.510, -2.043, 3.612], [0.098, 0.834, 5.593], [0.338, 0.305, 7.479], [2.275, 0.626, 7.469], [0.486, -1.648, 7.344], [-0.377, 4.431, 2.800], [-1.564, 4.183, 1.487], [0.184, 4.197, 1.131], [1.531, 2.987, 3.759], [2.064, 2.603, 2.102], [1.866, 1.298, 3.286], [-2.376, 2.343, 3.719], [-0.887, 2.973, 4.404], [-3.277, 1.653, 5.663], [-1.937, 2.369, 6.575], [-2.430, 0.704, 6.893], [-2.937, -0.253, 4.268], [-1.841, -1.113, 5.333], [-2.024, -3.271, 4.318], [-1.885, -3.724, 2.591], [-3.258, -2.761, 3.127], [0.386, -2.340, 4.651], [1.328, -1.328, 3.511], [0.763, -2.923, 3.017], [0.580, 1.814, 5.570], [0.717, 0.187, 4.974], [2.469, 1.698, 7.515], [2.721, 0.226, 6.557], [2.733, 0.149, 8.337], [-0.467, -2.082, 7.041], [0.750, -2.040, 8.327], [1.252, -1.931, 6.622], [4.823, 1.913, -3.128], [4.130, 0.740, -2.741], [2.882, 0.844, -2.186], [2.230, 2.096, -1.972], [0.895, 2.119, -1.409], [0.365, 3.398, -1.345], [1.035, 4.579, -1.760], [2.300, 4.524, -2.276], [2.935, 3.261, -2.401], [4.235, 3.136, -2.963], [5.812, 1.838, -3.567], [4.577, -0.235, -2.896], [2.332, -0.046, -1.903], [-0.634, 3.542, -0.932], [0.541, 5.543, -1.659], [2.821, 5.422, -2.592], [4.754, 4.037, -3.275], [2.380, -2.975, -0.029], [3.303, -2.017, 0.345], [2.567, -0.925, 0.694], [1.221, -1.193, 0.536], [1.146, -2.427, 0.099], [2.586, -3.863, -0.447], [4.364, -2.193, 0.302], [2.907, 0.048, 1.021], [0.227, -2.954, -0.139]], "forces_ev_per_a": [[0.7, -0.2, 0.4], [0.0, -0.1, 0.3], [-0.4, 0.0, -0.8], [0.4, 0.0, 0.2], [0.1, 0.2, 0.0], [0.0, 0.1, -0.2], [0.0, 0.0, 0.3], [-0.1, -0.1, 0.0], [-0.1, 0.0, 0.1], [-0.1, -0.4, -0.4], [0.0, 0.1, 0.0], [0.0, -0.1, 0.0], [-0.1, 0.1, 0.0], [-0.1, 0.0, 0.0], [-0.1, 0.0, 0.0], [0.1, 0.0, -0.1], [0.0, -0.1, 0.0], [0.0, 0.1, -0.1], [0.1, 0.0, 0.1], [0.0, -0.1, 0.0], [0.0, -0.1, 0.0], [0.1, 0.0, 0.0], [0.0, 0.0, 0.0], [0.0, 0.0, 0.0], [0.0, 0.0, 0.0], [0.0, 0.0, 0.0], [0.0, 0.0, 0.0], [0.0, 0.0, 0.0], [0.0, 0.0, 0.0], [0.0, 0.0, 0.0], [0.0, 0.0, 0.0], [0.0, 0.1, 0.0], [0.0, 0.0, 0.0], [0.0, 0.0, 0.0], [0.0, 0.0, 0.0], [0.0, 0.0, 0.1], [0.0, 0.0, 0.0], [-0.2, -0.2, 0.1], [-0.8, 0.3, -0.2], [0.0, -0.1, 0.1], [0.2, 0.1, -0.2], [0.0, 0.0, 0.0], [0.0, 0.0, 0.0], [-0.1, 0.1, -0.1], [0.0, 0.0, 0.0], [0.1, -0.1, 0.0], [0.0, 0.1, 0.1], [-0.2, 0.1, 0.0], [0.5, 0.0, 0.5], [-0.1, -0.1, -0.2], [-0.1, -0.1, -0.1], [0.1, -0.1, -0.1], [0.0, 0.0, 0.0], [0.1, 0.2, 0.0], [0.0, 0.1, 0.0], [0.0, -0.1, 0.0], [0.0, 0.1, -0.1], [-0.2, 0.0, -0.1], [-0.1, 0.0, 0.0], [0.1, 0.0, 0.0], [0.0, -0.1, 0.0], [0.0, 0.0, 0.0], [0.0, 0.0, 0.0], [0.0, 0.0, 0.0], [-0.1, 0.0, -0.1], [0.0, 0.0, 0.1], [0.0, 0.1, 0.0], [0.0, 0.0, -0.1], [0.0, 0.0, 0.1], [0.0, 0.0, 0.0], [0.0, 0.0, 0.0], [0.0, 0.0, 0.0], [0.0, 0.0, 0.0], [0.0, 0.0, 0.1], [0.0, 0.0, 0.0], [0.0, 0.0, 0.0], [0.0, 0.0, 0.0], [0.0, 0.0, 0.1], [0.0, 0.0, 0.0], [0.0, 0.0, 0.0], [0.0, 0.1, 0.0], [0.0, 0.0, 0.0], [0.0, 0.0, 0.0], [0.0, 0.0, 0.0], [0.0, 0.0, 0.0], [0.0, 0.0, 0.0], [0.0, 0.0, 0.0], [0.0, 0.0, 0.0], [-0.1, -0.1, 0.0], [0.0, 0.2, 0.0], [-0.1, 0.1, 0.1], [0.0, -0.1, -0.2], [0.3, 0.1, -0.1], [0.0, 0.1, 0.0], [0.0, -0.1, 0.0], [0.0, -0.1, 0.0], [0.0, 0.0, 0.0], [-0.1, 0.0, 0.1], [0.0, 0.0, 0.0], [0.0, 0.0, 0.0], [0.0, 0.0, 0.0], [0.0, 0.0, 0.0], [0.0, 0.0, 0.0], [0.0, 0.0, 0.0], [0.0, 0.0, 0.0], [0.1, 0.1, 0.1], [-0.1, 0.0, 0.0], [-0.2, 0.0, 0.0], [0.2, -0.1, -0.1], [0.1, 0.1, -0.1], [0.0, 0.0, 0.0], [-0.1, 0.0, 0.0], [0.0, -0.1, 0.0], [0.2, 0.1, 0.1]], "total_charge": -2, "homo_ha": -0.009, "e_lumo_ev": 3.61, "e_above_lowest_ev": 0.0000}

2.
{"formula": "C20H37BBr2F3N6O", "method": "ωB97M-V/def2-TZVPD", "elements": ["C", "B", "O", "C", "C", "C", "C", "F", "Br", "C", "F", "F", "Br", "N", "C", "N", "N", "C", "C", "C", "C", "C", "N", "H", "H", "H", "H", "H", "H", "H", "H", "H", "H", "H", "H", "H", "H", "H", "H", "H", "H", "H", "H", "H", "H", "H", "C", "C", "C", "C", "N", "H", "H", "H", "H", "H", "H", "H", "C", "C", "C", "C", "N", "H", "H", "H", "H", "H", "H", "H"], "coordinates": [[5.087, 0.407, 0.048], [3.548, 0.126, 0.282], [3.146, -0.514, 1.414], [2.408, 0.545, -0.788], [2.017, 2.032, -0.710], [3.180, 3.042, -0.863], [3.000, 4.193, -1.866], [2.307, 5.225, -1.295], [4.803, 4.873, -2.271], [2.323, 3.836, -3.224], [2.724, 4.633, -4.224], [2.669, 2.563, -3.553], [0.391, 4.001, -3.147], [2.861, 0.044, -2.121], [2.344, -1.172, -2.329], [2.464, -1.852, -3.512], [1.628, -1.598, -1.271], [1.126, -0.350, -0.618], [-0.100, 0.148, -1.422], [-1.015, 1.125, -0.641], [-2.465, 0.643, -0.477], [-3.392, 1.232, -1.542], [-3.383, 2.696, -1.474], [5.447, 1.080, 0.835], [5.656, -0.525, 0.108], [5.336, 0.866, -0.912], [3.796, -0.431, 2.120], [1.591, 2.147, 0.292], [1.210, 2.234, -1.400], [3.326, 3.545, 0.097], [4.121, 2.550, -1.092], [3.806, 0.218, -2.437], [3.081, -2.631, -3.650], [1.980, -1.481, -4.311], [0.955, -2.316, -1.515], [0.800, -0.504, 0.411], [-0.690, -0.731, -1.696], [0.235, 0.651, -2.335], [-0.588, 1.351, 0.340], [-1.051, 2.066, -1.191], [-2.541, -0.446, -0.499], [-2.829, 0.975, 0.501], [-3.033, 0.938, -2.535], [-4.398, 0.816, -1.408], [-3.594, 3.001, -0.530], [-4.115, 3.075, -2.062], [0.533, -1.572, 3.667], [-0.607, -1.086, 4.548], [-1.536, -0.142, 3.778], [-0.806, 1.009, 3.243], [-0.192, 1.888, 2.827], [1.161, -0.732, 3.362], [1.171, -2.277, 4.200], [0.155, -2.067, 2.769], [-0.204, -0.579, 5.427], [-1.200, -1.927, 4.911], [-2.350, 0.218, 4.408], [-1.973, -0.672, 2.930], [-5.266, -2.904, 1.546], [-4.759, -3.912, 0.522], [-3.492, -4.646, 0.982], [-2.393, -3.710, 1.217], [-1.558, -2.941, 1.397], [-4.533, -2.114, 1.723], [-6.182, -2.430, 1.197], [-5.481, -3.387, 2.501], [-4.558, -3.405, -0.424], [-5.530, -4.657, 0.325], [-3.168, -5.368, 0.232], [-3.678, -5.190, 1.909]], "forces_ev_per_a": [[-0.3, 0.1, -0.2], [0.2, 0.0, 0.1], [-0.3, 0.7, -0.2], [-0.5, -0.7, 0.6], [0.5, -0.1, 0.3], [-0.3, 0.1, 0.0], [0.4, 0.2, 0.1], [0.1, -0.4, -0.2], [-0.2, -0.1, 0.1], [0.0, 0.2, -0.2], [0.0, -0.3, 0.3], [0.0, 0.3, 0.1], [0.1, -0.2, 0.0], [-0.6, -0.6, 0.3], [0.4, 0.4, 0.7], [0.2, -0.2, 0.1], [-0.3, 0.5, -1.3], [-0.1, 0.4, -0.2], [-0.1, 0.2, 0.4], [0.1, -0.2, -0.1], [0.0, 0.4, 0.0], [0.0, 0.0, 0.1], [0.0, -0.1, 0.0], [0.1, -0.1, -0.1], [0.0, 0.1, 0.2], [0.1, 0.0, 0.1], [0.1, -0.4, 0.1], [-0.1, 0.1, -0.1], [0.0, 0.0, -0.1], [0.1, 0.0, -0.1], [-0.1, 0.0, -0.1], [-0.2, 0.3, -0.5], [-0.1, -0.2, 0.2], [0.3, 0.2, -0.1], [0.0, 0.0, 0.3], [0.5, -0.2, 0.0], [0.0, 0.0, -0.1], [0.0, -0.3, -0.1], [0.0, -0.1, -0.1], [0.0, 0.1, 0.2], [0.1, 0.0, 0.1], [0.0, -0.1, 0.0], [-0.1, 0.0, 0.0], [0.1, -0.1, -0.1], [0.0, 0.0, 0.0], [0.1, 0.1, -0.1], [0.2, -0.1, 0.0], [0.1, 0.0, 0.0], [0.0, 0.0, 0.1], [0.1, 0.1, 0.0], [0.0, -0.1, -0.1], [0.0, 0.0, 0.0], [0.0, 0.0, 0.0], [0.1, 0.1, 0.1], [-0.1, 0.0, 0.0], [0.0, 0.0, 0.0], [0.0, 0.0, 0.0], [0.0, 0.0, 0.0], [0.0, 0.0, 0.0], [-0.1, 0.1, 0.1], [-0.1, 0.0, -0.1], [0.1, 0.1, 0.1], [-0.1, -0.1, -0.2], [0.0, 0.0, 0.0], [0.0, 0.0, 0.0], [0.0, 0.0, 0.0], [0.0, 0.0, 0.0], [0.0, 0.0, 0.0], [0.0, 0.0, 0.0], [0.0, 0.0, 0.0]], "total_charge": 1, "homo_ha": -0.422, "e_lumo_ev": -2.86}

3.
{"formula": "C5H11OP", "method": "ωB97M-V/def2-TZVPD", "elements": ["C", "C", "C", "C", "C", "O", "P", "H", "H", "H", "H", "H", "H", "H", "H", "H", "H", "H"], "coordinates": [[-0.620, 1.074, -2.223], [1.609, -1.322, 1.617], [-1.089, -0.533, 0.716], [-0.299, 1.422, -0.679], [0.007, 0.216, 0.165], [2.781, 0.794, -0.017], [1.657, 0.326, 0.748], [0.290, 0.660, -2.622], [-1.430, 0.428, -2.124], [-0.939, 1.951, -2.677], [0.943, -1.112, 2.500], [1.409, -2.100, 0.912], [2.640, -1.559, 1.956], [-2.078, -0.037, 0.406], [-0.886, -0.685, 1.765], [-1.021, -1.497, 0.322], [0.705, 2.051, -0.676], [-1.168, 1.935, -0.219]], "forces_ev_per_a": [[1.5, 0.2, 3.6], [2.4, 1.4, 1.3], [-1.4, 1.1, 0.3], [1.7, 0.8, -1.5], [3.3, 3.3, -0.6], [2.6, 1.2, -1.3], [-5.5, -3.5, 1.1], [0.0, -0.3, -0.5], [-1.3, -1.6, -0.6], [-0.3, 1.6, -1.1], [0.6, -1.0, -1.0], [-0.9, -0.4, -0.1], [-0.6, 0.2, 0.3], [1.2, -0.9, 1.0], [-0.9, 0.2, 0.5], [-0.4, -1.9, -0.8], [-2.5, -0.6, -0.1], [0.6, 0.2, -0.4]], "homo_ha": -0.293, "e_lumo_ev": -0.37, "e_above_lowest_ev": 2.2772}

4.
{"formula": "C5H7N", "method": "ωB97M-V/def2-TZVPD", "elements": ["C", "C", "N", "C", "C", "C", "H", "H", "H", "H", "H", "H", "H"], "coordinates": [[0.856, 0.797, 0.901], [0.810, -0.667, 0.532], [-0.460, -1.392, 0.689], [-0.342, -1.308, -0.762], [-1.018, -0.169, -1.332], [-1.678, 0.674, -1.900], [0.066, 1.359, 0.393], [0.728, 0.916, 1.983], [1.821, 1.234, 0.626], [1.641, -1.272, 0.906], [-1.151, -0.717, 1.025], [1.000, -0.850, -0.645], [-2.273, 1.395, -2.416]], "forces_ev_per_a": [[0.0, 0.0, 0.0], [0.2, 0.1, 0.3], [-0.1, 0.1, 0.0], [-0.2, 0.1, -0.1], [-0.3, 0.3, -0.3], [0.2, -0.3, 0.2], [0.1, -0.1, 0.1], [0.0, 0.0, -0.1], [-0.1, -0.1, 0.0], [-0.1, 0.1, -0.1], [0.1, -0.1, -0.1], [0.1, 0.0, 0.0], [0.1, -0.1, 0.1]], "homo_ha": -0.297, "e_lumo_ev": 0.70, "e_above_lowest_ev": 6.0110}

5.
{"formula": "C6H10O", "method": "ωB97M-V/def2-TZVPD", "elements": ["C", "C", "C", "C", "C", "C", "O", "H", "H", "H", "H", "H", "H", "H", "H", "H", "H"], "coordinates": [[0.489, 0.542, -1.913], [0.220, -0.746, -1.157], [1.032, -1.084, 0.066], [-0.426, -0.729, 0.201], [-0.872, 0.586, 0.798], [-0.771, 0.655, 2.302], [-0.326, -0.209, 3.017], [1.431, 0.472, -2.465], [0.578, 1.396, -1.237], [-0.323, 0.759, -2.615], [-0.046, -1.593, -1.788], [1.332, -2.120, 0.220], [1.776, -0.364, 0.404], [-1.081, -1.566, 0.435], [-1.911, 0.814, 0.507], [-0.279, 1.426, 0.418], [-1.141, 1.618, 2.725]], "forces_ev_per_a": [[0.0, -0.2, 0.0], [0.2, 0.0, -0.2], [0.1, 0.0, 0.0], [-0.1, 0.0, 0.1], [0.1, -0.3, 0.1], [0.0, -0.1, 0.1], [-0.2, 0.4, -0.3], [-0.2, 0.0, 0.0], [0.1, -0.1, -0.2], [0.2, 0.0, 0.1], [0.1, 0.2, 0.1], [-0.2, 0.3, 0.0], [-0.2, 0.0, -0.1], [0.1, 0.2, -0.1], [0.2, 0.0, 0.2], [-0.1, -0.1, 0.1], [0.1, -0.2, 0.1]], "homo_ha": -0.355, "e_lumo_ev": 1.05, "e_above_lowest_ev": 0.7595}

6.
{"formula": "C14H16Cl16N2O", "method": "ωB97M-V/def2-TZVPD", "elements": ["N", "C", "C", "C", "C", "H", "H", "H", "H", "H", "N", "C", "C", "C", "C", "H", "H", "H", "H", "H", "C", "Cl", "Cl", "Cl", "Cl", "C", "Cl", "Cl", "Cl", "Cl", "C", "Cl", "Cl", "Cl", "Cl", "C", "Cl", "Cl", "Cl", "Cl", "C", "C", "O", "H", "H", "H", "H", "H", "H"], "coordinates": [[3.814, 0.097, -2.670], [4.630, -0.977, -2.631], [5.209, -1.113, -1.419], [4.736, -0.043, -0.620], [3.842, 0.649, -1.424], [3.392, 0.492, -3.499], [4.834, -1.595, -3.493], [5.854, -1.914, -1.089], [4.988, 0.181, 0.406], [3.200, 1.499, -1.241], [1.095, -0.679, 0.022], [0.272, 0.192, -0.562], [-1.012, 0.172, -0.023], [-0.976, -0.848, 0.905], [0.347, -1.308, 0.966], [1.994, -0.923, -0.370], [0.617, 0.749, -1.420], [-1.879, 0.724, -0.354], [-1.750, -1.189, 1.576], [0.867, -1.973, 1.639], [-1.697, -4.816, 2.724], [-2.871, -3.858, 1.873], [-2.264, -6.433, 3.195], [-0.257, -5.098, 1.734], [-1.294, -3.972, 4.192], [-3.559, 3.209, 0.688], [-1.817, 3.339, 0.752], [-4.093, 2.203, 2.048], [-4.271, 4.781, 0.789], [-4.100, 2.479, -0.831], [-5.369, -1.359, -0.198], [-4.337, -0.812, 1.140], [-6.404, -0.027, -0.770], [-4.292, -1.954, -1.533], [-6.354, -2.718, 0.354], [-2.036, 1.335, -4.949], [-0.818, 1.748, -3.773], [-2.310, -0.373, -4.963], [-3.495, 2.151, -4.361], [-1.580, 1.795, -6.591], [2.670, 1.727, 3.479], [2.082, 2.056, 2.073], [0.707, 1.941, 2.088], [2.411, 0.735, 3.851], [2.281, 2.453, 4.192], [3.756, 1.698, 3.397], [2.511, 1.347, 1.365], [2.313, 3.065, 1.732], [0.413, 1.165, 1.604]], "forces_ev_per_a": [[0.1, -0.1, 0.4], [0.8, -1.4, -1.8], [0.2, 0.0, 1.0], [-1.0, 0.4, -0.4], [0.0, 1.0, 0.6], [-0.1, -0.2, 0.4], [-0.3, 0.1, -0.1], [0.0, 0.1, -0.2], [-0.2, 0.0, -0.1], [0.2, 0.1, 0.3], [-0.5, -0.1, 0.3], [-1.1, 2.1, -2.1], [0.9, 0.0, -1.4], [1.5, -1.2, 1.9], [-0.3, -1.1, 0.9], [0.0, 0.0, 0.5], [0.0, 0.1, 0.0], [0.2, 0.0, 0.0], [0.0, 0.1, -0.2], [-0.4, -0.3, 0.0], [0.1, -0.4, -0.1], [-0.3, -0.2, -0.4], [-0.5, -0.1, -0.1], [0.2, 0.3, -0.2], [0.5, 0.4, 0.7], [-0.1, -0.8, 0.0], [0.4, 0.1, 0.0], [0.0, 0.3, 0.0], [-0.5, 1.1, 0.2], [0.3, -0.1, 0.0], [0.1, -0.3, -0.2], [1.1, 0.5, 1.8], [-1.4, 1.5, -0.7], [1.3, -0.6, -1.7], [-1.2, -1.5, 0.7], [-0.5, 0.1, 0.3], [0.9, 0.1, 0.1], [-0.1, -0.9, 0.2], [-0.3, 0.1, -0.6], [0.0, 0.5, 0.0], [-0.1, 0.3, -0.9], [0.8, -1.0, 0.8], [-1.2, 0.3, 0.2], [-0.4, -0.1, -0.4], [0.4, 0.1, 0.1], [0.2, 0.5, 0.3], [0.2, 0.0, -0.3], [0.4, 0.1, 0.2], [-0.2, -0.2, -0.1]], "total_charge": -1, "homo_ha": [-0.017, -0.214], "e_lumo_ev": [1.89, 1.88], "multiplicity": 2, "e_above_lowest_ev": 0.0000, "s2": 0.7522}

For the records above, the corresponding strongest force on any atom values read 0.95, 1.45, 6.62, 0.49, 0.58, 3.22 eV Å⁻¹.